No. 1
Computed, not measured: the molecule C9H6N4O2, with wB97M-V/def2-TZVPD.

## Properties
E_HOMO	-9.240	eV
ΔE to the lowest compared entry with this formula, charge and spin	0.0	kJ/mol
SMILES string	N#C[C@H](n1cnc2ccccc21)[N+](=O)[O-]

Each line ends with the Löwdin charge.
Atoms and positions in Å:
N (3.88049, 1.05535, -1.48932)  0.19
C (3.01854, 0.35087, -1.22305)  -0.11
C (1.84262, -0.45960, -0.62655)  -0.15
N (0.82192, 0.46481, -0.36348)  -0.02
C (0.88350, 1.79334, -0.03559)  -0.08
N (-0.33682, 2.24829, 0.31560)  0.13
C (-1.22245, 1.16441, 0.24422)  -0.26
C (-2.52457, 1.15473, 0.54831)  -0.01
C (-3.10168, -0.12175, 0.59217)  -0.05
C (-2.38775, -1.30107, 0.18471)  -0.06
C (-1.06769, -1.22322, -0.35173)  0.00
C (-0.50186, 0.04075, -0.19874)  -0.16
N (2.49965, -1.01247, 0.58879)  -0.35
O (3.48393, -1.70561, 0.35573)  0.10
O (2.03033, -0.70494, 1.66493)  0.14
H (1.51955, -1.33583, -1.14558)  0.15
H (1.84823, 2.33590, -0.03650)  0.14
H (-3.15999, 2.00384, 0.77618)  0.12
H (-4.04257, -0.44190, 0.88649)  0.08
H (-2.92432, -2.18421, 0.13305)  0.07
H (-0.55908, -2.12167, -0.81962)  0.13

Cartesian forces (eV/Å) of the 3 atoms listed first:
N 0.1 0.1 -0.2
C -1.4 -1.3 0.2
C 2.0 2.8 -1.0

No. 2
Computed, not measured: a structure of composition C9H6S, with wB97M-V/def2-TZVPD.

## Properties
E_HOMO (alpha / beta)	-7.061 / -7.412	eV
ΔE to the lowest compared entry with this formula, charge and spin	56.2	kJ/mol

Each line ends with the Löwdin charge.
Atoms and positions in Å:
C (-0.48808, -1.20543, -1.72764)  -0.18
C (0.38858, -1.64586, 0.57054)  -0.03
C (-0.32022, 0.15040, 2.40726)  -0.22
C (0.72752, 1.67844, 0.20915)  0.02
C (-0.49945, -0.37560, -2.78541)  -0.37
C (0.01380, -0.75697, -0.53070)  -0.28
C (-0.09610, -0.98879, 1.63764)  0.04
C (0.36538, 0.65117, -0.62189)  -0.49
C (0.36132, 1.30669, 2.15440)  0.03
S (-0.04962, 1.23376, -2.28512)  0.98
H (-0.67373, -2.23066, -1.79356)  0.10
H (0.76058, -2.62869, 0.37603)  0.10
H (-1.04853, 0.27090, 3.30335)  0.13
H (0.84811, 2.76842, 0.16759)  0.06
H (-0.55933, -0.49417, -3.79943)  0.03
H (0.26976, 2.26640, 2.71780)  0.07

Cartesian forces (eV/Å) of the 3 atoms listed first:
C -0.3 -0.9 -1.2
C -1.9 2.8 1.1
C -0.8 0.2 1.0

No. 3
Computed, not measured: the molecule C9H7Cl, with wB97M-V/def2-TZVPD.

## Properties
E_HOMO (alpha / beta)	-7.590 / -8.783	eV
2S+1	3

Each line ends with the Löwdin charge.
Atoms and positions in Å:
C (0.89701, 0.49445, -1.92531)  -0.11
C (-0.04311, 1.35520, -2.46735)  -0.03
C (0.70474, -0.08144, -0.71490)  -0.06
C (-1.23306, 1.65774, -1.69730)  -0.36
C (-0.48286, 0.09337, 0.00555)  -0.23
C (-2.02694, 2.69061, -2.22388)  -0.36
C (0.18362, -1.00082, 2.17622)  0.00
C (-0.68858, -0.37950, 1.38196)  -0.14
C (-1.41941, 0.99099, -0.46292)  -0.03
Cl (-3.47370, 2.93831, -1.37222)  0.66
H (1.68961, 0.10548, -2.60942)  0.12
H (-0.18163, 1.71467, -3.42145)  0.08
H (1.49076, -0.90005, -0.57266)  0.14
H (-0.10098, -1.13539, 3.23552)  0.06
H (1.24977, -1.21176, 2.05759)  0.06
H (-1.75197, -0.26292, 1.78719)  0.13
H (-2.36407, 1.17808, -0.01745)  0.06

Cartesian forces (eV/Å) of the 3 atoms listed first:
C 0.1 0.4 -3.2
C -1.7 -0.6 3.0
C 1.4 -2.5 0.5

What did the third record say?
Computed, not measured: the molecule C9H7Cl, with wB97M-V/def2-TZVPD.

## Properties
E_HOMO (alpha / beta)	-7.590 / -8.783	eV
2S+1	3

Each line ends with the Löwdin charge.
Atoms and positions in Å:
C (0.89701, 0.49445, -1.92531)  -0.11
C (-0.04311, 1.35520, -2.46735)  -0.03
C (0.70474, -0.08144, -0.71490)  -0.06
C (-1.23306, 1.65774, -1.69730)  -0.36
C (-0.48286, 0.09337, 0.00555)  -0.23
C (-2.02694, 2.69061, -2.22388)  -0.36
C (0.18362, -1.00082, 2.17622)  0.00
C (-0.68858, -0.37950, 1.38196)  -0.14
C (-1.41941, 0.99099, -0.46292)  -0.03
Cl (-3.47370, 2.93831, -1.37222)  0.66
H (1.68961, 0.10548, -2.60942)  0.12
H (-0.18163, 1.71467, -3.42145)  0.08
H (1.49076, -0.90005, -0.57266)  0.14
H (-0.10098, -1.13539, 3.23552)  0.06
H (1.24977, -1.21176, 2.05759)  0.06
H (-1.75197, -0.26292, 1.78719)  0.13
H (-2.36407, 1.17808, -0.01745)  0.06

Cartesian forces (eV/Å) of the 3 atoms listed first:
C 0.1 0.4 -3.2
C -1.7 -0.6 3.0
C 1.4 -2.5 0.5

Q: What is the formula in the second record?
A: C9H6S